[1]
Computed, not measured: one molecule with the formula C5H7NOS, with ωB97M-V with the def2-TZVPD basis set.

Each line ends with the Mulliken charge.
CARTESIAN COORDINATES (ANGSTROEM)
C (-0.429, -1.251, 0.291)  -0.1562
C (0.542, -0.265, 0.904)  -0.0244
C (1.486, -0.109, -0.289)  -0.5342
C (-0.712, -0.354, -0.924)  0.1085
C (-1.183, 0.901, -0.186)  -0.6206
H (1.022, -0.563, 1.843)  0.4646
H (2.231, -0.907, -0.362)  0.3264
H (2.057, 0.844, -0.261)  0.2848
H (-1.358, -0.779, -1.685)  0.4725
H (-0.981, 1.780, -0.826)  0.2665
H (-2.238, 0.842, 0.079)  0.3366
H (0.231, 1.771, 1.095)  0.2804
N (-0.333, 0.914, 1.031)  -0.4838
O (0.604, -0.122, -1.420)  -0.4228
S (-0.938, -2.702, 0.710)  -0.2982

Properties
2S+1 = 1
Energy relative to the best compared isomer or geometry (same formula, charge and spin) = 185.18 kJ/mol
E = -722.84754 Eh
Kohn-Sham gap = 8.4 eV
SMILES = S=C1[C@H]2CO[C@@H]1CN2


[2]
Computed, not measured: a 3-piece molecular cluster, C14H30B2Cl4I2N2O6S overall, with ωB97M-V with the def2-TZVPD basis set.

Each line ends with the Mulliken charge.
CARTESIAN COORDINATES (ANGSTROEM)
C (3.385, 0.184, 1.731)  -1.2337
C (2.425, -0.422, 0.700)  -0.3395
I (3.265, -2.345, 0.103)  0.0679
C (1.004, -0.675, 1.264)  -2.5880
C (-0.095, 0.235, 0.642)  3.8050
B (0.457, 1.746, 0.799)  -0.4433
O (0.857, 2.157, 2.051)  -0.7184
N (0.583, 2.678, -0.342)  0.1974
C (1.968, 3.055, -0.631)  -1.0513
C (-0.216, 3.886, -0.126)  -1.1349
C (-0.178, -0.194, -0.838)  -2.2685
C (-1.151, 0.563, -1.727)  0.2115
N (-1.287, -0.171, -2.992)  -0.5595
S (-2.787, 0.547, -0.934)  1.1266
O (-3.186, 1.884, -0.587)  -0.6665
O (-3.696, -0.213, -1.719)  -0.6375
O (-2.535, -0.319, 0.375)  -0.2130
C (-1.501, 0.055, 1.314)  -0.9479
I (-1.624, -1.634, 2.709)  0.0355
C (-1.941, 1.285, 2.105)  -1.0123
B (-3.379, 1.156, 2.787)  0.9481
O (-3.457, 1.140, 4.151)  -0.5522
O (-4.542, 1.111, 2.066)  -0.6102
H (4.172, 0.767, 1.256)  0.3621
H (3.890, -0.613, 2.270)  0.3644
H (2.845, 0.756, 2.480)  0.2742
H (2.441, 0.127, -0.234)  0.4361
H (0.722, -1.703, 1.063)  0.9107
H (1.068, -0.517, 2.338)  0.6203
H (1.716, 2.587, 2.033)  0.3418
H (1.988, 3.638, -1.553)  0.3579
H (2.591, 2.178, -0.791)  0.2500
H (2.390, 3.703, 0.151)  0.3746
H (-0.196, 4.504, -1.023)  0.3708
H (0.162, 4.490, 0.709)  0.3985
H (-1.254, 3.634, 0.080)  0.2610
H (0.801, -0.133, -1.308)  0.6190
H (-0.500, -1.240, -0.862)  0.4907
H (-0.843, 1.586, -1.915)  0.3161
H (-0.369, -0.539, -3.218)  0.2866
H (-1.489, 0.490, -3.733)  0.3022
H (-2.013, 2.133, 1.421)  0.3901
H (-1.235, 1.472, 2.908)  0.2112
H (-4.287, 0.756, 4.445)  0.3010
H (-4.456, 1.535, 1.208)  0.3223
Cl (6.568, -5.212, 3.058)  -0.1885
C (6.824, -4.193, 1.620)  -0.1458
C (7.507, -2.894, 1.959)  -0.4597
Cl (6.457, -1.818, 2.918)  -0.1574
H (5.856, -4.018, 1.159)  -0.0119
H (7.447, -4.761, 0.931)  0.3056
H (7.755, -2.361, 1.042)  0.2686
H (8.418, -3.060, 2.527)  0.3697
Cl (-7.385, -2.335, -5.980)  -0.2006
C (-6.668, -2.040, -4.371)  -0.4145
C (-5.163, -2.033, -4.407)  -0.0564
Cl (-4.490, -3.651, -4.747)  -0.1995
H (-7.043, -2.805, -3.697)  0.3368
H (-7.026, -1.069, -4.037)  0.2979
H (-4.777, -1.721, -3.437)  -0.0375
H (-4.788, -1.352, -5.166)  0.3161

Properties
2S+1 = 1
E = -3996.60136 Eh
Kohn-Sham gap = 9.4 eV
SMILES = C[C@@H](I)C[C@@]1(B(O)N(C)C)C[C@@H](N)S(=O)(=O)O[C@]1(I)CB(O)O.ClCCCl.ClCCCl


[3]
Computed, not measured: C4H3O4Tm as an isolated structure, with ωB97M-V with the def2-TZVPD basis set.

Each line ends with the Mulliken charge.
CARTESIAN COORDINATES (ANGSTROEM)
C (0.911, 0.886, 1.278)  -0.1152
C (0.760, 0.656, -0.014)  0.3632
H (1.695, 1.583, 1.577)  0.4790
O (-0.216, -0.025, -0.651)  -0.1969
C (-0.188, -0.121, -1.966)  0.3608
O (-0.831, -1.002, -2.497)  -0.4556
Tm (-1.404, -2.115, -4.677)  1.8877
O (-0.874, -0.527, 2.155)  -0.3719
C (0.103, 0.337, 2.413)  0.4685
O (0.295, 0.711, 3.543)  -0.1593
H (-1.013, -0.709, 1.216)  0.4256
H (0.760, 0.327, -2.377)  0.3141

Properties
2S+1 = 4
Energy relative to the best compared isomer or geometry (same formula, charge and spin) = 0.00 kJ/mol
E = -1538.96593 Eh
⟨S²⟩ = 3.810
Kohn-Sham gap (alpha / beta) = 8.9 / 6.1 eV
Total charge = +3


[4]
Computed, not measured: one molecule with the formula C5H10N2, with ωB97M-V with the def2-TZVPD basis set.

Each line ends with the Mulliken charge.
CARTESIAN COORDINATES (ANGSTROEM)
C (-0.415, -0.287, -0.192)  1.7657
C (1.013, -0.484, 0.039)  -0.7485
C (-0.786, 0.505, -1.443)  -1.4237
C (-1.249, 0.173, 1.002)  -1.6106
C (1.817, 0.497, 0.828)  -1.2056
N (-0.891, -1.856, -0.686)  0.1528
N (-0.093, -2.351, -1.350)  -0.5657
H (1.477, -1.456, 0.013)  0.3704
H (-0.152, 0.223, -2.282)  0.4164
H (-0.665, 1.573, -1.246)  0.3384
H (-1.829, 0.323, -1.712)  0.3990
H (-1.085, -0.478, 1.861)  0.3646
H (-0.970, 1.188, 1.283)  0.3632
H (-2.308, 0.188, 0.749)  0.4209
H (2.876, 0.242, 0.761)  0.3731
H (1.696, 1.525, 0.477)  0.3144
H (1.565, 0.476, 1.897)  0.2753

Properties
2S+1 = 1
Energy relative to the best compared isomer or geometry (same formula, charge and spin) = 310.85 kJ/mol
E = -305.90546 Eh
Kohn-Sham gap (alpha / beta) = 7.9 / 8.3 eV


[5]
Computed, not measured: C10H6 as an isolated structure, with ωB97M-V with the def2-TZVPD basis set.

Each line ends with the Mulliken charge.
CARTESIAN COORDINATES (ANGSTROEM)
C (2.036, 2.934, -0.675)  0.1920
C (1.284, 2.040, -0.708)  -1.0014
C (0.271, 0.972, -0.436)  0.4740
C (-0.229, 0.441, -1.717)  -0.8044
C (-0.714, -0.879, -1.579)  -0.1312
C (-0.883, -1.578, -0.450)  -0.4987
C (-0.569, -0.877, 0.711)  1.3722
C (-0.043, 0.376, 0.604)  -0.1922
C (-0.693, -1.356, 1.982)  -0.8693
C (-0.977, -1.461, 3.193)  -0.3699
H (2.754, 3.728, -1.068)  0.3506
H (0.145, 0.822, -2.661)  0.3928
H (-0.555, -1.592, -2.712)  0.1340
H (-1.353, -2.569, -0.210)  0.3528
H (0.205, 0.921, 1.557)  0.3046
H (-0.679, -1.921, 4.169)  0.2940

Properties
2S+1 = 1
Energy relative to the best compared isomer or geometry (same formula, charge and spin) = 315.11 kJ/mol
E = -384.40266 Eh
Kohn-Sham gap = 8.7 eV


[6]
Computed, not measured: C34H39BGeMnN6O2Se2 as an isolated structure, with ωB97M-V with the def2-TZVPD basis set.

Each line ends with the Mulliken charge.
CARTESIAN COORDINATES (ANGSTROEM)
Mn (0.665, -0.252, 0.142)  -0.3474
C (4.772, 0.625, 0.018)  -1.2886
C (3.694, -0.196, -0.289)  -0.0575
N (2.576, 0.291, 0.255)  0.7574
N (2.914, 1.426, 0.911)  -0.2653
C (4.230, 1.647, 0.777)  -0.0609
B (1.804, 2.268, 1.550)  -0.0503
N (1.028, 1.346, 2.527)  0.1406
C (0.803, 1.442, 3.843)  -0.1657
C (0.111, 0.315, 4.262)  -1.3279
C (-0.048, -0.449, 3.111)  -1.0421
N (0.497, 0.189, 2.064)  1.0080
N (0.807, 2.631, 0.389)  0.4869
C (0.508, 3.795, -0.200)  -0.2486
C (-0.322, 3.544, -1.288)  -1.2483
C (-0.474, 2.159, -1.300)  -0.5271
N (0.210, 1.622, -0.273)  0.7758
H (5.802, 0.495, -0.273)  0.4658
H (3.684, -1.116, -0.854)  0.4035
H (4.698, 2.506, 1.237)  0.4914
H (2.220, 3.248, 2.096)  -0.0282
H (1.168, 2.292, 4.403)  0.5179
H (-0.198, 0.069, 5.266)  0.5075
H (-0.490, -1.429, 2.988)  0.8426
H (0.919, 4.724, 0.172)  0.5157
H (-0.720, 4.260, -1.991)  0.4978
H (-0.988, 1.522, -2.007)  0.5818
C (-3.715, 3.225, 1.106)  -1.0516
Se (-2.354, 2.136, 1.905)  0.5673
C (-3.268, 0.438, 1.794)  -0.9274
C (-3.170, -0.233, 0.425)  -0.8095
Se (-1.584, -1.360, 0.249)  0.2709
C (-1.979, -2.034, -1.522)  -0.9560
H (-4.660, 3.010, 1.605)  0.4139
H (-3.768, 2.983, 0.047)  0.3656
H (-3.419, 4.262, 1.246)  0.4002
H (-4.302, 0.671, 2.047)  0.6198
H (-2.846, -0.176, 2.589)  0.4051
H (-3.250, 0.450, -0.419)  0.4416
H (-3.988, -0.945, 0.361)  0.5758
H (-3.024, -2.327, -1.534)  0.5268
H (-1.360, -2.916, -1.664)  -0.0427
H (-1.758, -1.287, -2.275)  0.4172
O (0.862, -0.833, -1.693)  -0.6691
C (1.257, -2.002, -1.295)  0.6482
O (1.234, -2.166, -0.036)  -0.4537
C (1.750, -3.041, -2.244)  -0.8497
C (2.680, -4.071, -1.580)  -1.4914
Ge (1.898, -5.472, -0.422)  2.2359
C (0.257, -5.125, 0.584)  0.1598
C (0.286, -4.756, 1.933)  -0.4997
C (-0.895, -4.634, 2.661)  -0.6807
C (-2.125, -4.867, 2.051)  -0.5569
C (-2.170, -5.227, 0.710)  -0.8384
C (-0.987, -5.354, -0.015)  -0.4002
C (3.316, -5.901, 0.829)  -0.2137
C (3.813, -7.200, 0.965)  -0.4149
C (4.859, -7.470, 1.842)  -0.6717
C (5.424, -6.447, 2.590)  -0.5281
C (4.946, -5.149, 2.463)  -0.8096
C (3.903, -4.879, 1.585)  0.0532
C (1.443, -6.975, -1.558)  0.1923
C (0.866, -8.104, -0.965)  -0.2760
C (0.610, -9.248, -1.710)  -0.7980
C (0.920, -9.278, -3.064)  -0.5159
C (1.480, -8.163, -3.670)  -0.7215
C (1.745, -7.023, -2.919)  -0.4579
H (2.218, -2.479, -3.055)  0.4730
H (0.881, -3.545, -2.686)  0.2962
H (3.469, -3.565, -1.020)  0.4737
H (3.175, -4.658, -2.353)  0.7009
H (1.239, -4.616, 2.435)  0.3601
H (-0.853, -4.400, 3.721)  0.5357
H (-3.041, -4.809, 2.630)  0.4802
H (-3.122, -5.451, 0.240)  0.4716
H (-1.031, -5.705, -1.044)  0.5185
H (3.384, -8.009, 0.384)  0.3484
H (5.237, -8.482, 1.936)  0.4143
H (6.238, -6.660, 3.272)  0.3888
H (5.391, -4.348, 3.043)  0.4229
H (3.538, -3.856, 1.494)  0.2360
H (0.606, -8.089, 0.090)  0.4765
H (0.172, -10.118, -1.235)  0.4174
H (0.723, -10.170, -3.646)  0.4019
H (1.719, -8.185, -4.727)  0.4124
H (2.191, -6.166, -3.415)  0.1774

Properties
2S+1 = 4
Energy relative to the best compared isomer or geometry (same formula, charge and spin) = 6.56 kJ/mol
E = -9853.21489 Eh
⟨S²⟩ = 3.777
Kohn-Sham gap (alpha / beta) = 7.1 / 2.8 eV
Total charge = +2